Record 1
44
Properties=species:S:1:pos:R:3:forces:R:3:mulliken_charge:R:1 method="wB97M-V/def2-TZVPD" spin_multiplicity=4 e_homo_ev="-3.66 / -4.05" orbital_gap_ha="0.2253 / 0.2395" charge=-1
V -8.78309 -1.29279 -33.42344 -0.6 1.4 -1.6 1.22
C -9.38572 0.76427 -34.81822 -0.4 0.1 -0.7 0.70
O -9.66850 1.79794 -35.43946 0.2 -0.2 0.3 -0.79
O -8.75716 0.74107 -33.65899 0.3 -0.4 0.8 -0.60
O -9.67688 -0.44763 -35.24263 0.3 -0.7 0.8 -0.69
Cl -7.77003 -4.77575 -32.38959 -0.2 -0.1 -0.4 1.71
O -7.88116 -3.32906 -32.49659 -0.1 0.2 0.1 -0.67
O -7.68865 -5.33936 -33.72528 0.2 0.1 0.4 -0.67
O -6.59405 -5.08682 -31.63545 0.1 -0.1 0.0 -0.70
O -8.94332 -5.29864 -31.73354 -0.1 0.1 0.0 -0.70
C -5.61454 -2.72190 -36.45548 -0.8 0.0 -0.5 -0.84
N -6.40662 -1.77095 -35.61845 -0.2 0.1 -0.2 0.91
O -7.44322 -2.20637 -35.13475 0.5 0.1 0.4 -0.37
O -5.99878 -0.63944 -35.51655 0.1 -0.2 0.3 -0.51
H -4.89943 -3.26352 -35.84824 0.1 0.2 0.2 0.28
H -5.17458 -2.12486 -37.24521 0.3 0.0 0.1 0.33
H -6.33541 -3.41685 -36.87776 0.1 -0.1 0.1 0.27
C -9.99147 -5.17352 -35.55500 -0.4 -0.4 -0.9 -0.74
N -10.69391 -4.04109 -34.91077 0.4 -0.2 0.3 0.82
O -9.99808 -3.17956 -34.42923 -0.4 -0.2 0.0 -0.13
O -11.90776 -4.08975 -34.84606 -0.1 0.0 0.1 -0.59
H -10.64259 -5.55528 -36.34049 0.0 0.2 0.0 0.34
H -9.86001 -5.96421 -34.82372 0.2 0.3 0.2 0.32
H -9.05242 -4.81832 -35.95639 0.1 0.0 0.2 0.09
C -8.70092 2.16946 -29.44344 0.1 0.1 0.2 -0.42
C -9.82368 1.28889 -28.92302 0.0 -0.2 -0.1 0.33
O -9.54676 0.04338 -29.48917 -0.1 -0.2 0.3 -0.28
C -8.64355 0.18177 -30.49209 0.4 0.5 -0.7 0.63
O -8.28290 -0.68719 -31.21114 0.1 -0.4 0.3 -0.42
O -8.18680 1.44602 -30.54657 -0.1 -0.1 0.1 -0.27
F -11.04855 1.70046 -29.37739 0.0 0.2 0.0 -0.30
H -7.90181 2.27900 -28.70654 -0.1 0.1 0.1 0.29
H -9.07279 3.14732 -29.74094 0.0 -0.1 -0.2 0.29
H -9.88974 1.19742 -27.84135 0.0 0.0 0.0 0.23
C -12.34193 -3.79850 -30.52611 -0.8 -0.9 -0.3 -0.42
C -13.36217 -3.44958 -31.62372 1.1 0.0 -0.4 0.38
O -12.76685 -2.35923 -32.29007 0.1 -0.1 0.2 -0.33
C -11.53127 -2.12977 -31.78798 -0.3 0.2 0.4 0.67
O -10.75348 -1.36940 -32.25755 0.2 0.2 -0.2 -0.54
O -11.32799 -2.83276 -30.65668 0.1 0.1 -0.1 -0.28
F -14.56521 -3.07917 -31.12547 -0.2 0.0 0.0 -0.32
H -11.94678 -4.79870 -30.71380 0.3 0.1 0.0 0.24
H -12.82539 -3.81966 -29.55063 0.2 0.5 0.1 0.27
H -13.45516 -4.23472 -32.37438 -0.6 0.0 0.2 0.24

---

Record 2
5
Properties=species:S:1:pos:R:3:forces:R:3:mulliken_charge:R:1 method="wB97M-V/def2-TZVPD" spin_multiplicity=1 e_homo_ev="-7.64 / -7.64" relative_energy_ev=1.7954 orbital_gap_ha="0.2353 / 0.2353" charge=0
C -0.72467 0.42965 -0.51688 1.1 -3.2 3.0 -0.33
O 1.93391 -0.73462 1.14182 0.5 0.7 0.7 -0.32
P 1.08674 -1.23137 0.07872 -2.3 0.5 -1.4 0.51
S -2.03293 0.39202 0.39180 0.5 0.1 -0.8 -0.17
H -0.26305 1.14432 -1.09546 0.3 1.9 -1.5 0.31

---

Record 3
61
Properties=species:S:1:pos:R:3:forces:R:3:mulliken_charge:R:1 method="wB97M-V/def2-TZVPD" spin_multiplicity=3 e_homo_ev="-4.97 / -8.34" relative_energy_ev=0.6337 orbital_gap_ha="0.1886 / 0.3155" charge=0
Ti 0.44497 -0.30775 0.55702 0.7 1.4 -0.6 -0.05
O 4.48876 -0.91460 -0.56299 0.1 0.0 0.0 -0.79
C 3.30922 -0.97313 -0.21311 -0.3 0.4 -0.1 -0.06
N 2.35227 -0.03427 -0.34309 0.7 -0.3 -0.1 0.36
C 2.84820 1.30947 -0.52884 -0.1 0.0 0.1 -1.58
C 2.32335 2.17166 0.60111 0.0 -0.1 0.1 0.86
C 2.81841 3.45021 0.83985 0.0 0.0 -0.1 -1.04
C 2.36044 4.16736 1.92427 0.0 0.1 0.0 -0.34
C 1.40906 3.59492 2.75615 -0.1 0.1 0.2 -0.87
C 0.94193 2.33459 2.45376 0.0 -0.1 -0.2 -0.53
N 1.37909 1.63313 1.39359 0.1 0.0 0.1 0.49
C 2.82067 -2.18019 0.54298 -0.2 0.0 0.1 0.66
C 3.49150 -3.38678 0.50504 0.2 0.0 -0.1 -0.80
C 3.02700 -4.43522 1.27871 0.0 -0.1 0.0 -0.34
C 1.91256 -4.23810 2.07630 -0.1 -0.1 0.1 -0.93
C 1.28600 -3.00523 2.06054 0.2 0.1 -0.1 -0.21
N 1.73174 -1.98980 1.30983 -0.3 -0.1 -0.2 0.21
H 3.94006 1.33754 -0.49489 0.1 -0.1 -0.1 0.65
H 2.54395 1.75130 -1.48139 0.0 0.0 -0.1 0.27
H 3.57494 3.85872 0.18213 0.0 0.0 0.0 0.48
H 2.74593 5.15803 2.13011 0.0 0.0 0.0 0.41
H 1.03668 4.12440 3.62274 0.0 -0.1 0.0 0.44
H 0.18141 1.85558 3.05740 0.0 0.0 0.0 0.61
H 4.36541 -3.47478 -0.12566 0.0 0.0 0.0 0.48
H 3.52335 -5.39708 1.26730 0.0 0.0 0.0 0.43
H 1.52344 -5.03483 2.69529 0.0 0.0 0.0 0.43
H 0.39789 -2.80977 2.64543 0.0 0.0 0.0 0.69
C -2.48207 0.34103 -2.49763 0.0 0.0 0.1 -0.64
C -1.69795 1.64612 -2.43796 0.1 -0.1 0.1 -1.18
S -0.34943 1.71853 -1.21066 -0.4 0.2 0.0 0.48
C -0.76977 3.29807 -0.41056 0.2 0.0 -0.3 -0.68
C -2.09177 3.39046 0.33637 0.0 -0.2 0.1 -1.05
S -2.30275 2.02905 1.50732 -0.1 -0.1 0.0 0.02
C -3.96608 1.42572 1.09105 0.1 0.1 0.0 -0.82
C -4.24123 1.09059 -0.37443 0.1 -0.2 0.0 -0.97
S -3.20573 -0.27857 -0.95915 0.0 0.1 -0.1 0.12
H -1.82138 -0.47732 -2.78820 0.0 0.0 -0.1 0.15
H -3.24646 0.43206 -3.27106 0.0 0.0 0.0 0.61
H -2.35136 2.48917 -2.22199 -0.1 0.0 0.0 0.47
H -1.23950 1.83462 -3.40897 -0.1 0.0 -0.1 0.57
H -0.73102 4.07277 -1.17951 0.0 0.0 0.0 0.60
H 0.06343 3.47847 0.26331 0.0 0.1 0.1 0.06
H -2.93509 3.37953 -0.35168 0.0 0.1 0.0 0.43
H -2.12194 4.34213 0.86809 0.0 0.0 0.0 0.57
H -4.69868 2.14884 1.45173 -0.1 0.0 0.0 0.51
H -4.05648 0.52438 1.70028 0.0 0.0 0.0 0.45
H -4.10173 1.94992 -1.02845 0.0 0.0 0.0 0.38
H -5.28555 0.79059 -0.46834 0.0 0.1 0.0 0.50
O -2.38965 -2.97148 1.56190 0.1 0.1 -0.2 -0.80
C -1.58851 -2.25770 0.96775 -0.6 -0.2 0.6 0.36
O -1.09467 -1.14365 1.38927 -0.7 -0.6 0.8 -0.50
C -1.05090 -2.64397 -0.36519 0.6 0.4 -0.5 0.37
C -1.31438 -3.86063 -0.96381 -0.1 0.0 -0.2 -0.75
C -0.73504 -4.13601 -2.18641 0.3 0.2 -0.3 -0.73
C 0.11474 -3.18042 -2.77160 -0.3 -0.5 0.0 -0.83
C 0.36223 -2.00561 -2.11329 -0.4 0.2 0.7 -0.56
N -0.21765 -1.71667 -0.91492 0.3 -0.9 -0.4 0.98
H -1.96495 -4.55220 -0.44662 0.0 0.0 0.0 0.59
H -0.91439 -5.07887 -2.68727 0.0 0.0 0.0 0.42
H 0.59707 -3.37293 -3.72056 0.0 0.0 0.0 0.51
H 1.05039 -1.27143 -2.50844 0.0 0.1 0.1 0.42

---

no.,molar mass (g mol⁻¹),DFT total energy (eV)
1,544.59,-90951.1757
2,92.06,-23221.6484
3,562.57,-93037.2078